Entry 1:
Computed, not measured: one molecule with the formula C23H17N3O3 in a non-equilibrium geometry, with the ωB97M-V functional and the def2-TZVPD basis.

Values from the calculation:
Total energy in eV: -34739.797
E_LUMO in eV: -0.55
HOMO level in hartree: -0.2779
Relative energy (zero: lowest compared OMol25 entry of this formula, charge and spin) in kJ/mol: 41.1
Multiplicity: 1

CARTESIAN COORDINATES (ANGSTROEM)
C (1.162, -0.918, -5.273)
C (0.914, -0.726, -3.819)
C (1.780, -0.750, -2.767)
C (1.027, -0.469, -1.594)
C (-0.291, -0.269, -1.981)
N (-0.343, -0.433, -3.331)
C (-1.496, -0.296, -4.135)
C (-2.082, 0.954, -4.300)
C (-3.208, 1.087, -5.092)
C (-3.748, -0.020, -5.725)
C (-3.163, -1.265, -5.563)
C (-2.040, -1.407, -4.767)
H (-1.585, -2.376, -4.624)
H (-3.585, -2.129, -6.053)
H (-4.626, 0.087, -6.345)
H (-3.662, 2.059, -5.219)
H (-1.647, 1.813, -3.810)
C (-1.492, -0.015, -1.145)
H (-1.262, 0.682, -0.343)
H (-2.311, 0.376, -1.743)
H (-1.824, -0.942, -0.676)
C (1.545, -0.389, -0.272)
N (2.782, -0.594, 0.110)
N (2.824, -0.401, 1.429)
C (1.618, -0.082, 1.816)
C (1.211, 0.225, 3.161)
C (2.089, 0.111, 4.195)
C (1.680, 0.420, 5.523)
C (2.524, 0.325, 6.638)
C (2.056, 0.635, 7.893)
C (0.737, 1.048, 8.067)
C (-0.116, 1.151, 6.988)
C (0.352, 0.839, 5.714)
O (-0.511, 0.954, 4.678)
C (-0.167, 0.678, 3.385)
O (-1.007, 0.832, 2.536)
H (-1.139, 1.469, 7.103)
H (0.377, 1.290, 9.056)
H (2.710, 0.561, 8.748)
H (3.544, 0.003, 6.489)
H (3.098, -0.217, 3.999)
O (0.758, -0.062, 0.777)
H (2.833, -0.938, -2.793)
H (0.701, -0.119, -5.853)
H (2.232, -0.917, -5.457)
H (0.753, -1.866, -5.624)

***

Entry 2:
Computed, not measured: one molecule with the formula C2H3ClINO2 in a non-equilibrium geometry, with the ωB97M-V functional and the def2-TZVPD basis.

Values from the calculation:
Total energy in eV: -28326.628
E_LUMO in eV: -0.66
HOMO level in hartree: -0.3743
Relative energy (zero: lowest compared OMol25 entry of this formula, charge and spin) in kJ/mol: 0.0
Multiplicity: 1

CARTESIAN COORDINATES (ANGSTROEM)
C (-0.358, -0.195, 0.341)
C (0.880, 0.935, -0.224)
N (-1.582, 0.597, -0.096)
O (-1.827, 0.537, -1.239)
O (-2.222, 1.128, 0.796)
Cl (0.734, 2.398, 0.804)
I (2.796, -0.204, -0.227)
H (-0.098, -1.106, -0.094)
H (-0.230, 0.000, 1.377)
H (0.852, 1.138, -1.336)